Record 1
A molecular structure, C38H54F42N10O28S14 in a non-equilibrium geometry. Source: the Open Molecules 2025 dataset; level of theory: ωB97M-V/def2-TZVPD.

Calculated values
Charge: -4
Multiplicity: 1
Kohn-Sham gap in eV: 4.485

Last column: Mulliken charge in e.
Positions of all 186 atoms, in Å:
C1 13.76 -8.50 9.15  -1.42
C2 14.95 -8.97 9.98  -0.11
C3 15.00 -8.21 11.35  -0.99
N1 16.18 -8.63 12.21  1.10
C4 17.50 -8.63 11.48  -0.91
C5 16.29 -7.76 13.44  0.06
C6 15.32 -8.35 14.49  -0.61
C7 14.97 -9.76 14.10  0.80
C8 15.97 -10.00 12.93  -0.50
H1 12.79 -8.73 9.60  0.34
H2 13.84 -8.68 8.08  0.38
H3 13.79 -7.41 9.19  0.35
H4 15.86 -8.82 9.40  0.37
H5 14.90 -10.05 10.16  0.25
H6 14.11 -8.36 11.95  0.47
H7 15.19 -7.18 11.05  0.46
H8 17.45 -9.19 10.55  0.21
H9 18.26 -9.01 12.16  0.13
H10 17.83 -7.60 11.42  0.45
H11 17.28 -7.95 13.86  -0.71
H12 16.21 -6.69 13.27  0.54
H13 15.79 -8.26 15.47  0.30
H14 14.42 -7.73 14.53  0.23
H15 15.13 -10.46 14.93  -0.88
H16 13.97 -9.96 13.72  0.34
H17 16.90 -10.28 13.44  0.10
H18 15.63 -10.68 12.16  0.29
C9 19.91 -9.11 14.98  -0.11
C10 20.49 -8.32 16.19  0.94
C11 19.34 -7.80 17.06  -1.23
N2 19.66 -6.58 17.93  1.75
C12 20.87 -6.85 18.81  -0.70
C13 18.51 -6.33 18.90  -1.01
C14 18.52 -4.83 19.17  -0.57
C15 19.27 -4.24 17.98  -0.89
C16 19.90 -5.35 17.08  -0.16
H19 19.13 -9.79 15.34  0.11
H20 20.59 -9.75 14.43  0.07
H21 19.47 -8.33 14.36  -0.29
H22 21.16 -7.51 15.93  -0.34
H23 21.11 -8.99 16.79  0.06
H24 18.89 -8.58 17.66  0.48
H25 18.59 -7.30 16.43  0.22
H26 21.78 -6.73 18.22  -0.37
H27 20.72 -7.86 19.18  0.34
H28 20.91 -6.09 19.58  0.49
H29 18.56 -6.88 19.84  0.47
H30 17.55 -6.59 18.44  0.35
H31 19.07 -4.64 20.09  0.28
H32 17.52 -4.39 19.19  0.63
H33 20.02 -3.56 18.36  0.35
H34 18.64 -3.79 17.21  0.39
H35 20.95 -5.14 16.92  -0.16
H36 19.34 -5.51 16.17  0.13
C17 16.07 -5.43 21.70  -1.83
C18 14.56 -5.43 21.96  0.12
C19 14.12 -4.08 22.52  -0.89
N3 12.61 -3.74 22.22  0.10
C20 11.83 -4.77 23.09  -0.95
C21 12.25 -3.72 20.73  -0.56
C22 11.15 -2.68 20.57  -0.60
C23 11.06 -1.92 21.92  -0.66
C24 12.28 -2.35 22.68  -0.58
H37 16.48 -4.87 20.85  0.49
H38 16.50 -6.41 21.48  0.23
H39 16.57 -5.05 22.59  0.36
H40 14.21 -6.27 22.57  0.42
H41 14.02 -5.75 21.06  0.42
H42 14.66 -3.25 22.05  0.46
H43 14.15 -4.02 23.60  0.39
H44 12.10 -5.76 22.73  0.39
H45 10.87 -4.30 22.88  0.53
H46 12.10 -4.67 24.14  0.26
H47 11.97 -4.75 20.57  0.50
H48 13.11 -3.35 20.17  0.26
H49 10.21 -3.20 20.36  0.25
H50 11.32 -1.94 19.79  0.40
H51 10.21 -2.17 22.57  0.35
H52 10.94 -0.85 21.78  0.38
H53 12.06 -2.36 23.75  0.39
H54 13.13 -1.67 22.63  0.41
C25 17.23 -10.94 18.18  0.56
F1 18.36 -11.16 17.55  -0.16
F2 17.20 -11.71 19.31  -0.25
F3 17.14 -9.66 18.47  -0.15
S1 15.74 -11.43 17.05  1.07
O1 14.62 -11.42 17.95  -0.69
O2 15.82 -10.51 15.92  -0.41
N4 16.30 -13.04 16.71  -0.58
S2 15.33 -13.40 15.45  1.02
O3 13.92 -13.35 15.77  -0.68
O4 15.73 -12.62 14.31  -0.64
C26 15.56 -15.30 15.01  0.50
F4 14.78 -15.55 13.96  -0.24
F5 16.80 -15.60 14.64  -0.18
F6 15.10 -16.10 15.99  -0.23
C27 22.12 -9.27 23.86  0.45
F7 23.20 -9.04 23.15  -0.15
F8 21.97 -10.57 24.11  -0.23
F9 22.11 -8.68 25.05  -0.23
S3 20.62 -8.54 22.93  1.24
O5 20.95 -7.28 22.27  -0.51
O6 20.14 -9.56 22.02  -0.63
N5 19.48 -8.35 24.20  -0.64
S4 18.09 -8.42 23.55  1.08
O7 17.98 -7.78 22.25  -0.51
O8 17.49 -9.72 23.61  -0.71
C28 17.07 -7.30 24.70  0.47
F10 17.83 -6.21 24.92  -0.24
F11 15.93 -6.87 24.13  -0.25
F12 16.70 -7.91 25.82  -0.24
C29 24.54 -9.11 14.51  0.43
F13 25.73 -9.16 13.86  -0.26
F14 23.63 -8.54 13.73  -0.14
F15 24.17 -10.34 14.75  -0.15
S5 24.78 -8.04 16.09  0.87
O9 25.85 -7.14 15.76  -0.71
O10 23.46 -7.49 16.36  -0.10
N6 25.49 -9.15 17.25  -0.72
S6 24.26 -9.48 18.10  1.32
O11 23.88 -8.38 18.95  -0.61
O12 23.18 -10.15 17.39  -0.53
C30 24.92 -10.92 19.25  0.26
F16 24.85 -12.00 18.47  -0.21
F17 26.18 -10.71 19.63  -0.23
F18 24.12 -11.09 20.29  -0.20
C31 18.07 -13.52 11.58  0.52
F19 16.92 -12.80 11.66  -0.18
F20 17.92 -14.43 12.51  -0.23
F21 18.07 -14.16 10.39  -0.28
S7 19.69 -12.46 11.66  0.95
O13 20.00 -12.25 10.24  -0.75
O14 19.24 -11.27 12.37  -0.39
N7 20.77 -13.55 12.44  -0.63
S8 21.07 -12.89 13.81  1.51
O15 21.44 -11.49 13.62  -0.74
O16 20.10 -13.05 14.86  -0.64
C32 22.66 -13.90 14.22  0.31
F22 23.46 -13.99 13.13  -0.23
F23 23.43 -13.18 15.04  -0.16
F24 22.36 -15.08 14.75  -0.21
C33 20.09 -1.36 21.30  0.59
F25 19.43 -2.27 20.55  -0.19
F26 19.31 -1.05 22.34  -0.24
F27 21.26 -1.83 21.59  -0.17
S9 20.29 0.28 20.34  1.00
O17 21.73 0.49 20.28  -0.56
O18 19.60 0.12 19.08  -0.67
N8 19.35 1.42 21.28  -0.50
S10 20.52 2.12 22.15  1.05
O19 21.38 1.24 22.91  -0.60
O20 21.12 3.23 21.41  -0.65
C34 19.42 2.97 23.49  0.61
F28 20.20 3.39 24.51  -0.25
F29 18.78 4.03 23.00  -0.23
F30 18.55 2.11 24.05  -0.24
C35 24.09 -3.67 17.39  0.48
F31 24.01 -4.73 16.58  -0.13
F32 24.42 -2.63 16.63  -0.25
F33 22.94 -3.42 17.99  -0.11
S11 25.48 -3.98 18.75  0.88
O21 25.72 -2.74 19.45  -0.57
O22 24.98 -5.09 19.48  -0.49
N9 26.74 -4.58 17.77  -0.27
S12 27.80 -3.48 17.37  0.95
O23 28.64 -3.92 16.30  -0.69
O24 27.40 -2.09 17.36  -0.62
C36 29.05 -3.58 18.82  0.62
F34 29.74 -4.71 18.78  -0.25
F35 29.92 -2.56 18.65  -0.26
F36 28.46 -3.53 20.03  -0.23
C37 20.96 -1.12 12.19  0.53
F37 20.15 -0.11 12.49  -0.21
F38 21.26 -1.14 10.91  -0.22
F39 22.03 -0.94 12.97  -0.20
S13 20.15 -2.83 12.58  0.99
O25 20.04 -2.80 14.02  -0.58
O26 18.89 -2.91 11.86  -0.65
N10 21.37 -3.96 12.12  -0.49
S14 20.72 -5.34 12.57  0.75
O27 20.99 -5.66 13.95  -0.28
O28 19.38 -5.67 12.17  -0.62
C38 21.89 -6.52 11.53  0.56
F40 21.49 -7.79 11.71  -0.19
F41 21.88 -6.25 10.24  -0.24
F42 23.12 -6.23 11.98  -0.22

---

Record 2
A molecular structure, C38H54N2P3V. Source: the Open Molecules 2025 dataset; level of theory: ωB97M-V/def2-TZVPD.

Calculated values
Charge: +2
Multiplicity: 3
Kohn-Sham gap (spin up / spin down) in eV: 7.230 / 8.203

Last column: Mulliken charge in e.
Positions of all 98 atoms, in Å:
V1 -0.29 0.31 -0.23  -0.26
C1 -3.45 3.47 -0.17  -1.59
C2 -2.25 3.54 -1.11  1.23
C3 -2.09 4.97 -1.63  -1.58
P1 -0.75 2.77 -0.33  1.07
C4 0.67 3.78 -0.93  0.86
C5 1.14 3.23 -2.27  -1.79
C6 1.78 3.93 0.11  -2.31
C7 -0.82 2.98 1.47  -0.78
C8 -1.11 4.18 2.11  -0.30
C9 -0.95 4.32 3.48  -1.01
C10 -0.47 3.25 4.22  -1.07
C11 -0.16 2.04 3.61  -0.73
C12 -0.37 1.90 2.24  0.28
N1 -0.07 0.69 1.54  1.42
C13 0.50 -0.48 2.17  -0.14
C14 -0.07 -1.06 3.30  -0.27
C15 0.49 -2.22 3.82  -1.15
C16 1.58 -2.82 3.19  -0.99
C17 2.12 -2.25 2.05  0.03
C18 1.59 -1.07 1.53  -1.00
P2 2.21 -0.18 0.06  1.70
C19 2.99 -1.39 -1.09  1.81
C20 2.91 -0.86 -2.52  -1.69
C21 4.42 -1.85 -0.77  -1.71
C22 3.47 0.97 0.76  0.81
C23 4.49 0.35 1.73  -1.57
C24 4.17 1.77 -0.33  -1.42
H1 -4.35 3.76 -0.71  0.50
H2 -3.34 4.15 0.67  0.34
H3 -3.60 2.47 0.23  0.26
H4 -2.44 2.88 -1.97  0.19
H5 -1.69 5.65 -0.88  0.32
H6 -3.08 5.35 -1.92  0.48
H7 -1.46 5.03 -2.52  0.39
H8 0.26 4.78 -1.10  0.78
H9 1.50 2.20 -2.19  0.23
H10 1.95 3.84 -2.66  0.51
H11 0.34 3.25 -3.02  0.38
H12 2.03 2.98 0.58  0.47
H13 1.49 4.62 0.90  0.41
H14 2.68 4.32 -0.37  0.54
H15 -1.43 5.04 1.53  0.47
H16 -1.18 5.25 3.96  0.49
H17 -0.31 3.35 5.28  0.45
H18 0.24 1.23 4.19  0.65
H19 -0.93 -0.61 3.78  0.72
H20 0.07 -2.66 4.71  0.47
H21 2.01 -3.72 3.60  0.52
H22 2.95 -2.74 1.56  0.15
H23 2.34 -2.26 -1.00  -0.56
H24 3.60 -0.04 -2.68  0.43
H25 1.91 -0.51 -2.79  0.26
H26 3.19 -1.66 -3.22  0.46
H27 5.14 -1.05 -0.94  0.36
H28 4.67 -2.67 -1.45  0.47
H29 4.54 -2.21 0.24  0.34
H30 2.85 1.64 1.36  0.37
H31 5.27 -0.20 1.21  0.33
H32 4.03 -0.31 2.46  0.26
H33 4.97 1.16 2.28  0.50
H34 4.90 1.17 -0.86  0.34
H35 4.72 2.60 0.13  0.46
H36 3.49 2.20 -1.06  0.25
C25 -4.70 0.27 -0.05  -1.65
P3 -3.03 -0.46 -0.09  1.94
C26 -3.03 -1.36 1.49  -1.50
C27 -3.27 -1.70 -1.39  -0.47
C28 -3.45 -3.06 -1.14  -0.28
C29 -3.63 -3.95 -2.20  -0.81
C30 -3.65 -3.48 -3.50  -0.52
C31 -3.48 -2.12 -3.76  -0.80
C32 -3.29 -1.24 -2.71  -0.11
H37 -4.90 0.83 -0.96  0.42
H38 -4.85 0.92 0.81  0.58
H39 -5.39 -0.57 0.01  0.54
H40 -3.93 -1.98 1.59  0.63
H41 -3.03 -0.62 2.29  0.35
H42 -2.15 -1.99 1.61  0.22
H43 -3.43 -3.45 -0.13  0.29
H44 -3.76 -5.00 -2.00  0.47
H45 -3.80 -4.17 -4.32  0.44
H46 -3.51 -1.76 -4.78  0.47
H47 -3.16 -0.18 -2.92  0.40
N2 -0.22 -1.84 -1.23  0.75
C33 0.16 -3.21 -0.91  -0.33
C34 -0.16 -3.73 0.33  0.43
C35 0.15 -5.06 0.61  -1.02
C36 0.78 -5.84 -0.34  -0.82
C37 1.11 -5.31 -1.57  -0.82
C38 0.80 -3.99 -1.87  -0.08
H48 -1.24 -1.89 -1.36  -0.62
H49 0.09 -1.67 -2.20  0.27
H50 -0.61 -3.11 1.09  -0.20
H51 -0.10 -5.47 1.58  0.52
H52 1.02 -6.87 -0.12  0.46
H53 1.61 -5.91 -2.32  0.48
H54 1.03 -3.57 -2.84  0.54

---

Energy above the lowest of the compared OMol25 structures with the same formula, charge and spin for the records above, in order: 0.00; 0.00 kcal per mole